1.
142
Properties=species:S:1:pos:R:3 method="wB97M-V/def2-TZVPD" e_lumo_ev=0.46 e_homo_ha=-0.2908 smiles="COP(=O)(OC)OC.COP(=O)(OC)OC.COP(=O)(OC)OC.COP(=O)(OC)OC.COP(=O)(OC)OC.COP(=O)(OC)OC.c1cc[nH]c1.c1cc[nH]c1.c1cc[nH]c1.c1cc[nH]c1" multiplicity=1 e_tot_ha=-5413.2974 de_lowest_kcal_mol=29.01 molar_mass_g_mol=1108.8 homo_lumo_gap_ev=8.370
C 0.641 -0.428 -4.156
O -0.327 0.188 -5.056
P -0.744 -0.525 -6.363
O -1.863 0.207 -6.978
O 0.540 -0.638 -7.322
C 0.666 0.512 -8.219
O -0.882 -2.025 -6.053
C -1.267 -2.908 -7.097
H 1.749 -0.329 -4.397
H 0.279 -1.437 -4.032
H 0.373 0.036 -3.158
H 0.062 1.342 -7.803
H 0.208 0.286 -9.152
H 1.713 0.724 -8.341
H -0.733 -2.816 -8.013
H -2.313 -2.656 -7.351
H -1.322 -3.928 -6.727
C -2.831 3.934 6.340
O -1.540 3.309 6.064
P -1.484 1.891 5.299
O -0.175 1.275 5.129
O -2.304 2.138 3.928
C -1.630 2.924 2.874
O -2.582 1.028 6.094
C -2.376 -0.249 6.754
H -2.546 4.801 6.937
H -3.527 3.339 6.988
H -3.282 4.251 5.401
H -1.426 3.964 3.194
H -2.332 3.020 2.032
H -0.723 2.408 2.538
H -1.272 -0.504 6.715
H -2.911 -1.085 6.259
H -2.692 -0.164 7.767
C 1.761 -6.450 0.685
O 1.531 -6.451 -0.724
P 0.394 -5.635 -1.419
O -0.838 -6.275 -1.855
O 1.343 -5.101 -2.609
C 0.683 -4.653 -3.801
O 0.073 -4.321 -0.596
C -1.232 -3.933 -0.241
H 2.741 -6.850 0.801
H 1.035 -7.092 1.187
H 1.791 -5.399 1.065
H 0.432 -3.632 -3.717
H -0.245 -5.164 -4.008
H 1.424 -4.723 -4.619
H -1.900 -4.773 -0.071
H -1.572 -3.285 -1.069
H -1.235 -3.317 0.641
C -5.467 2.106 0.682
O -4.644 1.015 0.994
P -4.918 -0.491 0.571
O -5.206 -0.731 -0.850
O -3.642 -1.193 1.100
C -3.165 -0.966 2.420
O -6.039 -0.917 1.629
C -6.881 -2.022 1.213
H -6.462 1.976 1.060
H -5.597 2.318 -0.385
H -4.957 2.973 1.092
H -2.119 -1.231 2.459
H -3.767 -1.596 3.126
H -3.155 0.124 2.682
H -7.387 -1.685 0.335
H -7.575 -2.307 1.984
H -6.294 -2.942 0.985
C -3.000 5.796 -3.537
O -3.015 5.248 -2.161
P -1.907 4.211 -1.683
O -2.062 3.968 -0.254
O -1.957 2.975 -2.633
C -2.752 1.809 -2.408
O -0.661 4.871 -2.244
C 0.549 4.164 -2.312
H -2.252 5.322 -4.174
H -2.731 6.879 -3.456
H -3.998 5.634 -3.996
H -2.241 0.911 -2.770
H -3.650 1.930 -2.976
H -3.031 1.697 -1.354
H 0.498 3.096 -2.664
H 0.895 4.139 -1.284
H 1.390 4.658 -2.777
C 3.695 -2.143 5.184
O 3.022 -2.710 4.045
P 1.487 -2.579 3.699
O 1.026 -3.132 2.446
O 0.739 -3.167 5.003
C 0.408 -4.560 5.085
O 1.242 -1.028 3.841
C 1.410 -0.174 2.671
H 3.159 -2.342 6.140
H 3.792 -1.045 5.170
H 4.702 -2.577 5.298
H 1.306 -5.257 5.053
H -0.211 -4.842 4.252
H 0.005 -4.664 6.095
H 2.505 -0.279 2.316
H 1.150 0.784 3.043
H 0.719 -0.548 1.933
C 3.734 -2.586 -0.483
C 4.635 -1.725 0.191
C 5.555 -1.293 -0.727
N 5.261 -1.913 -1.916
C 4.133 -2.723 -1.761
H 2.978 -3.148 0.022
H 4.664 -1.543 1.290
H 6.430 -0.689 -0.647
H 5.820 -1.915 -2.713
H 3.662 -3.311 -2.478
C 3.852 3.313 2.397
C 3.045 2.965 3.513
C 2.179 4.029 3.804
N 2.474 5.038 2.909
C 3.530 4.616 2.120
H 4.549 2.685 1.873
H 3.021 2.001 3.986
H 1.344 4.106 4.525
H 2.005 5.880 2.891
H 4.002 5.259 1.321
C 3.925 3.451 -1.970
C 3.793 3.174 -3.365
C 3.780 1.832 -3.558
N 3.953 1.236 -2.335
C 4.084 2.252 -1.354
H 3.711 4.414 -1.476
H 3.669 3.959 -4.161
H 3.772 1.223 -4.466
H 4.174 0.253 -2.233
H 4.136 1.923 -0.351
C -0.758 -0.298 -0.367
C -0.295 1.067 -0.402
C 1.095 1.026 -0.459
N 1.483 -0.246 -0.503
C 0.386 -1.061 -0.429
H -1.799 -0.652 -0.328
H -0.917 1.910 -0.194
H 1.774 1.849 -0.478
H 2.417 -0.558 -0.627
H 0.455 -2.111 -0.490

***

2.
130
Properties=species:S:1:pos:R:3 method="wB97M-V/def2-TZVPD" e_lumo_ev=-0.39 e_homo_ha=-0.3184 smiles="c1cc[nH]c1.CNC(C)=O.CNC(C)=O.CNC(C)=O.CNC(C)=O.CNC(C)=O.CNC(C)=O.CNC(C)=O.CNC(C)=O.CNC(C)=O.CNC(C)=O" multiplicity=1 e_tot_ha=-2695.3401 molar_mass_g_mol=798.0 homo_lumo_gap_ev=8.279
C -1.817 -4.409 -2.665
C -0.470 -4.565 -2.364
C -0.451 -5.487 -1.266
N -1.765 -5.840 -0.963
C -2.661 -5.144 -1.804
H -2.109 -3.759 -3.477
H 0.396 -4.070 -2.778
H 0.320 -5.944 -0.665
H -2.057 -6.543 -0.299
H -3.709 -5.355 -1.648
C -1.671 -0.159 -6.149
N -1.298 -1.569 -5.963
C -0.107 -2.058 -6.205
C 0.024 -3.534 -5.876
O 0.908 -1.472 -6.629
H -1.828 0.372 -5.210
H -2.550 0.000 -6.774
H -0.824 0.407 -6.538
H -2.058 -2.196 -5.742
H 0.589 -4.131 -6.592
H -0.953 -4.014 -5.819
H 0.466 -3.627 -4.884
C 0.917 1.428 0.702
N -0.154 0.633 0.137
C -0.191 0.280 -1.135
C -1.266 -0.724 -1.464
O 0.612 0.625 -1.970
H 1.408 0.803 1.447
H 0.560 2.338 1.184
H 1.617 1.709 -0.086
H -0.645 0.084 0.827
H -0.790 -1.632 -1.833
H -1.815 -0.254 -2.281
H -2.046 -0.896 -0.723
C -4.057 2.479 -1.613
N -3.105 2.374 -2.717
C -2.042 3.117 -2.760
C -1.224 3.001 -4.012
O -1.747 3.966 -1.903
H -3.972 1.648 -0.913
H -5.069 2.507 -2.016
H -3.999 3.383 -1.007
H -3.387 1.900 -3.563
H -1.874 2.864 -4.876
H -0.554 2.156 -3.858
H -0.640 3.918 -4.098
C 5.347 -2.624 -2.783
N 4.361 -2.647 -1.660
C 3.315 -3.410 -1.674
C 2.367 -3.049 -0.568
O 3.099 -4.285 -2.460
H 5.791 -3.619 -2.795
H 6.076 -1.850 -2.541
H 4.857 -2.385 -3.727
H 4.514 -2.011 -0.891
H 2.738 -2.412 0.235
H 1.894 -3.929 -0.130
H 1.550 -2.515 -1.053
C 1.793 -1.012 3.940
N 1.359 -2.054 4.819
C 0.668 -1.855 5.945
C 0.384 -3.106 6.732
O 0.306 -0.746 6.342
H 0.907 -0.559 3.496
H 2.539 -1.381 3.235
H 2.284 -0.246 4.540
H 1.765 -2.964 4.656
H 0.234 -3.918 6.020
H -0.549 -3.144 7.294
H 1.120 -3.293 7.513
C -1.043 5.544 3.678
N -0.959 4.163 4.276
C 0.102 3.341 4.152
C -0.125 1.866 4.490
O 1.118 3.662 3.586
H -2.042 5.898 3.929
H -0.973 5.588 2.591
H -0.349 6.238 4.153
H -1.786 3.720 4.649
H -1.052 1.780 5.057
H 0.734 1.521 5.065
H -0.165 1.388 3.512
C -2.744 -1.317 4.318
N -1.956 -2.225 3.468
C -1.624 -1.889 2.235
C -0.841 -2.906 1.433
O -1.857 -0.834 1.704
H -3.446 -0.672 3.789
H -2.052 -0.595 4.753
H -3.211 -1.820 5.165
H -1.583 -3.045 3.927
H 0.221 -2.673 1.353
H -1.223 -3.116 0.434
H -0.827 -3.836 2.001
C -5.369 -0.217 0.982
N -4.324 0.572 1.595
C -4.435 1.789 2.109
C -3.205 2.332 2.669
O -5.460 2.493 2.004
H -6.331 -0.069 1.472
H -5.144 -1.282 1.047
H -5.411 -0.003 -0.086
H -3.459 0.071 1.741
H -3.448 3.148 3.349
H -2.507 2.585 1.871
H -2.674 1.521 3.166
C 4.121 3.730 2.150
N 2.839 4.042 1.492
C 2.840 4.851 0.415
C 1.481 5.302 -0.107
O 3.881 5.278 -0.060
H 4.704 4.651 2.159
H 4.691 2.927 1.682
H 3.996 3.414 3.186
H 1.973 3.971 2.007
H 0.636 4.654 0.124
H 1.549 5.490 -1.179
H 1.253 6.233 0.413
C 2.793 0.136 -4.443
N 3.134 0.444 -3.026
C 4.357 0.727 -2.592
C 4.452 1.055 -1.104
O 5.345 0.725 -3.324
H 2.944 0.889 -5.217
H 1.766 -0.225 -4.488
H 3.323 -0.773 -4.730
H 2.339 0.701 -2.459
H 3.739 1.830 -0.822
H 5.442 1.450 -0.874
H 4.224 0.186 -0.487

***

3.
124
Properties=species:S:1:pos:R:3 method="wB97M-V/def2-TZVPD" e_lumo_ev=0.36 e_homo_ha=-0.2952 smiles=CCCCNPc1ccccc1.COCCOC.COCCOC.COCCOC.COCCOC.COCCOC.COCCOC multiplicity=1 e_tot_ha=-2639.5685 molar_mass_g_mol=722.0 homo_lumo_gap_ev=8.398
C 2.688 -0.577 -3.214
C 3.315 -2.082 -3.129
C 2.633 -3.099 -4.180
C 1.620 -4.033 -3.350
N 0.381 -3.200 -3.064
P -0.961 -3.997 -3.892
C -2.558 -2.963 -3.739
C -3.000 -2.080 -4.965
C -4.332 -1.279 -4.800
C -5.159 -1.397 -3.475
C -4.697 -2.266 -2.256
C -3.363 -3.055 -2.418
H 3.585 0.127 -3.288
H 2.086 -0.291 -2.289
H 2.018 -0.438 -4.142
H 4.434 -2.043 -3.383
H 3.135 -2.428 -2.041
H 2.050 -2.452 -4.937
H 3.371 -3.725 -4.783
H 2.087 -4.301 -2.327
H 1.376 -5.027 -3.858
H 0.495 -2.247 -3.448
H -0.735 -4.034 -5.331
H -2.393 -2.023 -5.924
H -4.700 -0.605 -5.652
H -6.145 -0.804 -3.425
H -5.294 -2.318 -1.286
H -2.981 -3.704 -1.567
C 1.467 1.248 0.186
O 1.782 2.152 -0.864
C 0.616 2.640 -1.523
C 0.284 4.060 -1.079
O -0.138 4.088 0.284
C 0.883 4.557 1.154
H 2.376 1.064 0.765
H 0.705 1.655 0.856
H 1.123 0.297 -0.233
H -0.235 1.969 -1.362
H 0.838 2.650 -2.595
H -0.554 4.429 -1.679
H 1.134 4.731 -1.240
H 1.021 5.634 1.019
H 1.830 4.038 0.985
H 0.564 4.374 2.182
C -2.576 4.284 2.083
O -3.493 4.405 3.163
C -2.871 4.900 4.347
C -3.197 6.373 4.567
O -2.583 7.193 3.573
C -3.507 7.622 2.582
H -3.146 4.087 1.172
H -1.996 5.198 1.939
H -1.901 3.441 2.261
H -1.789 4.737 4.319
H -3.278 4.322 5.184
H -2.785 6.683 5.533
H -4.279 6.535 4.596
H -4.179 8.376 3.002
H -4.089 6.787 2.183
H -2.943 8.075 1.765
C -2.184 -3.435 1.970
O -2.578 -2.739 3.144
C -1.467 -2.165 3.830
C -1.378 -0.664 3.578
O -1.035 -0.388 2.221
C -2.160 0.026 1.455
H -3.083 -3.681 1.400
H -1.528 -2.830 1.341
H -1.679 -4.368 2.242
H -0.534 -2.666 3.553
H -1.634 -2.332 4.900
H -0.577 -0.250 4.199
H -2.312 -0.163 3.857
H -2.454 1.040 1.744
H -3.007 -0.654 1.578
H -1.870 0.034 0.403
C -4.676 -2.880 5.279
O -5.633 -3.041 6.317
C -6.381 -1.849 6.552
C -7.774 -1.942 5.941
O -7.714 -1.950 4.515
C -7.903 -3.250 3.975
H -4.280 -3.865 5.023
H -5.119 -2.441 4.382
H -3.850 -2.253 5.629
H -5.845 -0.970 6.178
H -6.480 -1.747 7.638
H -8.344 -1.053 6.230
H -8.309 -2.821 6.316
H -8.951 -3.549 4.081
H -7.257 -3.988 4.458
H -7.658 -3.216 2.912
C 5.781 0.357 -6.673
O 5.388 1.055 -5.500
C 6.499 1.630 -4.815
C 6.588 3.130 -5.068
O 6.931 3.406 -6.426
C 5.808 3.820 -7.192
H 4.882 0.111 -7.242
H 6.437 0.963 -7.303
H 6.287 -0.575 -6.400
H 7.432 1.128 -5.092
H 6.332 1.464 -3.745
H 7.389 3.544 -4.447
H 5.654 3.631 -4.790
H 5.513 4.833 -6.904
H 4.961 3.139 -7.070
H 6.099 3.828 -8.244
C 3.396 -2.082 1.333
O 4.564 -1.738 0.602
C 5.687 -1.513 1.452
C 6.639 -2.704 1.436
O 6.049 -3.846 2.058
C 5.590 -4.799 1.110
H 2.636 -2.423 0.624
H 3.587 -2.884 2.050
H 3.012 -1.200 1.856
H 5.366 -1.280 2.473
H 6.214 -0.638 1.056
H 7.529 -2.450 2.019
H 6.960 -2.936 0.415
H 6.443 -5.306 0.648
H 4.971 -4.336 0.336
H 4.989 -5.541 1.638